C2H3BF2O | wB97M-V/def2-TZVPD

The value obtained for the total energy is -377.820122 Ha. For the HOMO-LUMO gap, the calculation gives 10.3 eV. For the relative energy (zero: lowest compared OMol25 entry of this formula, charge and spin), the calculation gives 37.10 kcal/mol. For the LUMO energy, the calculation gives -0.132 eV.

Last column: natural (NBO) charge in e.
Positions of all 9 atoms, in Å:
B  0.4216  1.4343  0.0492  0.95
C  -1.9497  0.1748  0.0416  0.81
C  -0.6369  -0.3369  -0.2073  -0.76
O  -2.7174  -0.1270  0.9194  -0.55
F  -2.4173  1.0407  -0.9113  -0.36
F  0.2545  2.6225  0.6331  -0.48
H  -0.4567  -1.0828  0.6379  0.26
H  1.5175  1.1234  -0.3256  -0.14
H  -0.2260  -0.7103  -1.1554  0.26

Cartesian forces, eV/Å:
0.35 -2.12 0.38
-3.11 -1.07 -0.05
2.45 1.86 2.20
1.23 0.64 -0.61
0.50 0.16 -0.03
-0.77 -1.74 -0.78
0.29 1.22 -1.14
-0.19 0.49 -0.12
-0.76 0.57 0.15

=====

C9H22N4O6P | wB97M-V/def2-TZVPD

The value obtained for the total energy is -1367.383916 Ha. For the HOMO-LUMO gap, the calculation gives 6.8 eV. Its charge is +1. For the LUMO energy, the calculation gives -4.624 eV.

Last column: natural (NBO) charge in e.
Positions of all 42 atoms, in Å:
O  2.0921  -1.0348  -0.6124  -0.42
O  2.0238  -0.0136  -1.4191  -0.22
C  3.2147  -0.1045  -2.2829  0.03
N  3.3717  -1.5041  -2.9136  -0.60
C  4.5070  -2.2552  -2.7349  0.60
N  5.7186  -1.8926  -1.9034  -0.46
C  6.6137  -3.0875  -2.1559  0.27
N  5.9627  -4.1311  -3.0666  -0.38
N  4.6921  -3.6101  -3.3846  -0.41
H  3.0272  -1.1699  -0.2556  0.45
H  3.1794  0.6354  -3.2191  0.24
H  4.1530  0.2216  -1.6600  0.23
H  2.5927  -1.8775  -3.5137  0.45
H  7.6785  -3.2566  -1.6957  0.29
H  6.3519  -5.0428  -3.3987  0.48
H  3.9964  -4.1265  -3.9939  0.46
O  -3.7361  -0.2987  2.2878  -0.90
P  -3.6046  1.0637  1.5640  2.27
O  -1.9439  1.0562  1.6989  -0.81
C  -1.1883  -0.0688  1.2634  -0.07
C  -0.9442  -0.0513  -0.2344  -0.63
O  -3.9166  1.9771  2.9256  -0.77
C  -4.6634  1.3986  3.9958  -0.07
C  -3.7467  0.7085  4.9970  -0.64
O  -3.4576  2.5859  0.7553  -0.71
C  -2.3570  3.0580  0.0110  -0.07
C  -2.5108  2.7018  -1.4515  -0.63
H  -1.6578  -1.0114  1.5518  0.20
H  -0.2258  -0.0240  1.7824  0.18
H  -1.8866  -0.1526  -0.7791  0.20
H  -0.2895  -0.8753  -0.5329  0.21
H  -0.4714  0.8838  -0.5494  0.20
H  -5.4259  0.7192  3.6072  0.19
H  -5.2005  2.2088  4.5027  0.18
H  -2.9747  0.0982  4.5177  0.22
H  -4.3249  0.0659  5.6700  0.22
H  -3.2147  1.4497  5.6007  0.21
H  -1.3926  2.7460  0.4149  0.19
H  -2.3599  4.1519  0.1004  0.20
H  -2.8492  1.6716  -1.5837  0.20
H  -1.5663  2.8464  -1.9851  0.21
H  -3.2664  3.3408  -1.9203  0.22

Cartesian forces, eV/Å:
0.98 -4.74 3.94
2.53 3.29 -4.81
0.35 1.45 -1.29
1.50 -0.48 0.70
2.28 -2.34 0.06
-0.21 -6.39 -4.00
-4.21 0.29 -1.61
1.23 4.77 3.35
-0.28 2.82 1.31
-1.37 0.81 -0.34
-0.53 -1.43 2.40
-1.58 -1.26 -1.12
1.20 0.65 1.00
-2.41 0.42 -1.08
-0.74 1.25 0.36
1.41 0.87 1.12
-2.55 0.12 -3.98
5.65 2.65 7.07
0.23 -0.51 -1.17
0.40 -0.16 0.09
-0.01 0.03 -0.15
-1.19 0.05 -1.46
-0.17 -0.22 0.44
0.23 0.02 0.16
-2.11 -2.04 0.01
0.46 0.07 -0.84
-0.12 0.24 -0.47
-0.15 0.14 0.07
-0.11 0.15 0.06
0.02 -0.04 0.00
-0.19 0.06 0.12
-0.05 -0.12 0.05
0.21 -0.02 0.08
0.19 0.05 -0.25
-0.31 0.00 -0.10
0.07 0.12 -0.10
-0.13 -0.02 -0.03
-0.35 -0.30 0.09
-0.40 -0.16 0.22
0.20 0.04 0.06
-0.11 -0.06 0.00
0.10 -0.10 0.05

=====

C48H93Br9Hg2N5O5 | wB97M-V/def2-TZVPD

The value obtained for the total energy is -26006.764473 Ha. For the HOMO-LUMO gap, the calculation gives 1.9 eV. Its charge is -1. For the relative energy (zero: lowest compared OMol25 entry of this formula, charge and spin), the calculation gives 300.40 kcal/mol. For the LUMO energy, the calculation gives -1.383 eV.

Last column: Löwdin charge in e.
Positions of all 162 atoms, in Å:
Hg  0.7228  -2.6168  0.5437  0.53
Hg  1.3497  3.0053  0.0617  0.43
C  -1.7687  -8.2021  0.1578  -0.05
C  -2.0617  -6.7037  0.6028  -0.46
C  -3.4903  -6.8429  1.2400  -0.14
C  -3.5196  -7.2970  2.7827  -0.18
C  -2.6071  -6.4260  3.6217  -0.15
C  -1.1336  -6.5713  3.1091  -0.50
N  -1.1108  -6.1286  1.6363  -0.07
O  0.2879  -5.9556  1.0277  -0.31
C  -0.5317  -7.9522  3.3136  -0.05
C  -0.3089  -5.5760  3.9455  -0.05
C  -2.2432  -5.8317  -0.6972  -0.05
H  -2.0416  -8.8281  1.0073  0.05
H  -0.7390  -8.4138  -0.1305  0.08
H  -2.4290  -8.4632  -0.6693  0.07
H  -4.1206  -7.6240  0.8150  0.10
H  -4.0584  -5.9261  1.0823  0.10
H  -3.3692  -8.3719  2.8831  0.10
H  -4.5550  -7.1917  3.1069  0.09
H  -2.7251  -6.8662  4.6118  0.11
H  -2.9624  -5.3964  3.6635  0.12
H  -1.0017  -8.7627  2.7565  0.06
H  -0.5438  -8.1862  4.3781  0.08
H  0.4948  -7.9928  2.9492  0.08
H  -0.5172  -4.5794  3.5563  0.07
H  0.7747  -5.6915  3.9685  0.08
H  -0.7270  -5.7311  4.9400  0.07
H  -1.3040  -5.9284  -1.2419  0.07
H  -2.4480  -4.7669  -0.5855  0.07
H  -2.9313  -6.3848  -1.3364  0.07
C  -0.5467  6.3923  -5.3590  -0.07
C  0.4619  5.5091  -6.0484  -0.46
C  1.0009  6.3317  -7.2337  -0.18
C  2.2726  5.7988  -7.8249  -0.21
C  3.3318  5.5866  -6.7477  -0.15
C  2.9052  4.6176  -5.6473  -0.48
N  1.6584  5.1615  -5.0595  -0.03
O  1.3367  4.6216  -3.7276  -0.14
C  4.1273  4.6974  -4.6363  -0.05
C  2.8213  3.1218  -6.0344  -0.02
C  -0.3398  4.3386  -6.6360  -0.04
H  0.0135  7.1827  -4.8594  0.08
H  -1.1663  5.9209  -4.5962  0.09
H  -1.1590  7.0817  -5.9404  0.09
H  1.2183  7.3372  -6.8732  0.12
H  0.3718  6.3611  -8.1234  0.12
H  2.5004  6.5651  -8.5658  0.11
H  2.1136  4.8847  -8.3968  0.11
H  3.6444  6.5657  -6.3846  0.12
H  4.1844  5.1579  -7.2742  0.11
H  5.0066  4.3090  -5.1502  0.08
H  4.0718  3.9704  -3.8261  0.07
H  4.3914  5.5548  -4.0172  0.08
H  2.1263  2.8355  -6.8238  0.06
H  2.8029  2.4491  -5.1769  0.09
H  3.7050  2.9252  -6.6415  0.08
H  -1.1308  4.8170  -7.2134  0.08
H  -0.7910  3.7611  -5.8292  0.09
H  0.1936  3.7675  -7.3959  0.07
C  5.6760  -1.0624  -2.1895  -0.02
C  4.5824  -1.9792  -1.5138  -0.49
C  5.0410  -3.4788  -1.5037  -0.14
C  6.0136  -3.9042  -0.3877  -0.19
C  5.3534  -3.5499  0.9093  -0.20
C  4.9076  -2.1136  1.0436  -0.50
N  4.0778  -1.7020  -0.1437  -0.06
O  3.5602  -0.2923  -0.0407  -0.26
C  6.1130  -1.2838  1.4070  -0.05
C  3.9158  -2.2049  2.2301  -0.08
C  3.3708  -2.0554  -2.4431  -0.09
H  5.9069  -1.1795  -3.2483  0.08
H  6.5217  -1.1695  -1.5102  0.06
H  5.4682  -0.0111  -1.9901  0.07
H  5.6889  -3.5196  -2.3793  0.10
H  4.2511  -4.2117  -1.6677  0.12
H  6.9981  -3.4445  -0.4746  0.10
H  6.3810  -4.9302  -0.4102  0.11
H  6.0491  -3.7995  1.7104  0.12
H  4.6326  -4.3073  1.2173  0.11
H  5.9668  -0.2536  1.7314  0.08
H  6.9614  -1.2729  0.7227  0.07
H  6.6255  -1.6123  2.3112  0.08
H  3.1933  -1.3889  2.2153  0.05
H  4.4294  -2.1138  3.1871  0.08
H  3.3641  -3.1417  2.1527  0.04
H  3.6942  -2.3944  -3.4272  0.08
H  3.0404  -1.0362  -2.6436  0.07
H  2.3992  -2.5182  -2.2701  0.05
C  -1.9722  0.2766  -2.4287  -0.06
C  -3.1199  0.6110  -1.4165  -0.41
C  -4.3800  0.0732  -2.1590  -0.16
C  -5.4280  -0.1498  -1.0834  -0.21
C  -4.9483  -0.8150  0.2103  -0.13
C  -3.7433  -0.1639  0.9748  -0.50
N  -2.7193  -0.0922  -0.0994  -0.08
O  -1.4538  0.4072  0.4453  -0.25
C  -3.3063  -1.2576  2.0235  -0.04
C  -4.0818  1.1770  1.5695  -0.04
C  -3.2435  2.2016  -1.3011  -0.04
H  -1.7713  -0.7942  -2.4625  0.08
H  -1.0451  0.8245  -2.2600  0.07
H  -2.2840  0.3619  -3.4697  0.07
H  -4.2522  -0.9061  -2.6204  0.11
H  -4.8523  0.7162  -2.9017  0.12
H  -6.3990  -0.5477  -1.3786  0.11
H  -5.6182  0.9001  -0.8606  0.09
H  -4.5830  -1.8201  -0.0004  0.11
H  -5.8872  -0.7285  0.7572  0.11
H  -2.3475  -1.1883  2.5372  0.07
H  -3.1963  -2.2495  1.5851  0.06
H  -4.0471  -1.6089  2.7418  0.07
H  -4.9073  0.9538  2.2452  0.08
H  -4.4225  1.9396  0.8690  0.07
H  -3.3374  1.5010  2.2968  0.08
H  -2.8513  2.6153  -2.2301  0.07
H  -2.6226  2.7135  -0.5660  0.07
H  -4.2459  2.6266  -1.3525  0.06
C  -0.0186  5.5136  2.6165  -0.09
C  1.3019  5.5588  3.4210  -0.41
C  1.1300  4.2811  4.2891  -0.18
C  2.4064  3.9281  4.9336  -0.21
C  3.6270  3.6852  3.9953  -0.11
C  3.9763  4.9415  3.0910  -0.48
N  2.5698  5.3310  2.5319  0.00
O  2.4808  5.8342  1.1679  -0.17
C  5.0116  4.4668  2.0111  -0.01
C  4.5206  5.9663  3.9544  -0.06
C  1.3224  6.8809  4.2878  -0.02
H  -0.9204  5.5216  3.2287  0.09
H  -0.2405  4.8284  1.7984  0.01
H  0.0718  6.4731  2.1073  0.07
H  0.7088  3.4628  3.7051  0.12
H  0.4152  4.3728  5.1068  0.12
H  2.2169  3.0140  5.4964  0.11
H  2.6270  4.5718  5.7851  0.10
H  3.5322  2.6788  3.5875  0.12
H  4.4669  3.5983  4.6845  0.11
H  5.8787  4.2414  2.6319  0.08
H  5.2575  5.2401  1.2833  0.08
H  4.6478  3.5809  1.4906  0.07
H  4.6181  6.8263  3.2919  0.10
H  5.5365  5.7124  4.2570  0.10
H  3.8850  6.3027  4.7735  0.07
H  1.9487  6.7521  5.1706  0.06
H  0.3020  7.2075  4.4885  0.08
H  1.8031  7.7837  3.9109  0.08
C  -4.3392  2.9059  6.7967  -1.58
Br  -3.1101  1.4955  7.0078  0.60
Br  -3.6230  4.7268  7.1874  0.50
Br  -5.9258  2.4319  7.9061  0.50
H  -4.6221  3.0324  5.7517  -0.03
C  -8.8437  -5.4595  4.3408  -1.45
Br  -8.3313  -5.7795  6.2478  0.52
Br  -7.9659  -3.8341  3.5896  0.50
Br  -10.8434  -5.2850  3.9941  0.46
H  -8.5822  -6.3035  3.7025  -0.03
C  -9.0524  -5.6318  -4.1788  -1.49
Br  -10.9193  -6.1951  -4.3705  0.53
Br  -8.6970  -4.7701  -2.4424  0.53
Br  -8.3913  -4.4108  -5.6975  0.46
H  -8.4611  -6.5447  -4.2505  -0.03

Cartesian forces, eV/Å:
-0.01 -0.15 -0.04
0.00 -0.11 -0.12
0.27 0.90 0.47
-0.96 -0.81 0.48
0.02 -0.43 1.87
-0.63 1.40 -1.97
0.33 -1.76 -0.49
0.24 1.01 -1.36
2.58 0.17 -1.99
-4.22 -0.41 2.11
0.00 -0.55 -0.23
-0.49 0.02 -0.45
1.68 -1.24 0.55
0.12 -0.22 -0.14
0.06 0.28 0.08
-0.02 0.04 -0.05
0.38 -0.03 -0.91
0.10 0.28 0.42
0.66 0.02 -0.06
-0.21 0.25 0.09
0.61 0.34 0.48
0.26 0.07 -0.24
-0.44 0.10 0.21
0.05 -0.16 0.10
0.11 0.45 0.13
-0.08 0.13 0.30
-0.12 -0.36 -0.26
0.34 0.49 0.33
0.25 0.34 0.02
-0.30 -0.22 0.31
-0.55 0.40 0.16
0.44 1.45 1.79
0.07 -0.15 -0.25
0.75 -0.41 0.36
0.24 0.07 0.18
-0.14 -0.32 -1.92
0.79 0.88 1.72
-2.05 -1.63 2.96
0.79 2.00 -5.07
-0.28 -1.51 0.83
0.61 0.32 -1.31
0.22 0.12 0.03
0.37 -0.18 0.68
0.12 -0.23 -0.14
-0.27 -0.88 -1.00
-0.18 0.22 -0.09
-1.01 0.23 0.64
0.85 -0.10 -0.10
-0.14 -0.22 0.08
-0.08 -0.14 0.51
0.37 -0.06 0.28
0.13 0.50 -0.41
-0.78 -0.41 -0.06
-0.49 0.81 -0.92
-0.94 0.31 0.60
-0.24 0.23 -0.10
0.77 -0.12 0.52
-0.30 0.03 0.18
0.19 -0.37 -0.25
0.21 -0.40 0.47
-0.39 0.49 2.60
-1.53 -2.44 -0.18
2.50 -0.05 -0.76
-0.28 0.44 -0.12
1.35 -1.72 0.68
-1.70 -0.56 0.64
-0.21 4.69 0.06
1.89 -4.27 -0.14
1.38 1.34 0.71
-0.23 0.98 0.03
-0.54 2.09 -1.58
-0.18 -0.56 0.25
0.73 -0.40 -0.60
-0.70 0.07 -0.28
-0.32 -0.27 -0.65
-0.25 0.32 0.39
-0.09 0.96 -0.15
-0.89 -0.51 -0.19
0.52 0.66 0.33
-0.91 0.30 -0.87
-0.78 0.27 -0.74
-0.36 -0.05 -0.67
-0.38 -0.94 0.26
0.05 0.13 -0.24
0.16 -0.35 0.05
-0.01 0.14 0.23
0.22 -0.29 -0.07
0.10 0.40 0.04
0.55 -0.75 1.10
0.06 -0.27 0.17
1.56 0.74 -1.20
-0.85 -1.80 1.74
0.39 1.68 0.44
-0.11 0.68 -0.39
0.00 -1.66 -1.24
2.47 2.07 0.96
-3.52 -1.62 -1.97
0.20 -0.75 -0.26
-0.66 -0.40 1.45
0.53 -0.31 -1.11
0.22 -0.17 0.87
-0.10 -0.07 0.10
-0.33 0.98 -0.04
0.82 0.01 -0.27
0.76 0.42 -0.09
0.19 -0.32 -0.36
-0.71 0.18 0.72
-0.63 -0.28 0.10
0.32 -0.83 0.95
-0.08 0.96 -0.05
0.27 0.13 -1.13
-0.57 1.14 0.40
-0.57 0.13 0.00
0.39 -0.11 0.11
0.50 0.36 -0.64
0.30 -0.25 -0.35
-0.19 -0.56 0.44
-0.34 -0.40 0.72
0.55 2.38 -1.52
-0.63 -1.63 -0.15
0.46 0.65 0.15
1.24 -1.51 0.80
-0.22 0.77 1.43
-2.83 -3.93 -1.24
-0.50 2.64 -4.52
0.49 -2.24 5.98
-1.27 0.69 0.73
0.71 2.66 -0.07
0.80 -0.36 -0.36
0.39 0.11 0.52
0.95 -0.59 0.35
-0.89 0.27 -0.38
0.38 0.03 -0.45
-0.35 0.76 -0.15
0.24 -0.52 -0.15
0.26 0.72 -0.32
-0.11 0.41 -0.97
0.34 -0.08 -0.01
0.20 -0.24 -0.33
-0.06 0.04 0.11
0.07 0.06 0.06
0.23 0.50 0.15
-0.16 -0.09 0.36
0.24 -0.43 0.11
-0.67 -0.42 0.50
0.01 -0.43 0.41
0.02 -0.27 -1.15
-0.71 0.85 0.34
0.60 -0.05 -0.16
-0.30 -1.02 0.12
0.63 0.67 -0.70
-0.19 -0.46 0.36
-0.66 0.91 -0.13
-0.58 0.24 -1.66
-0.44 -1.16 0.64
1.48 -0.17 0.63
0.24 0.19 0.50
0.23 0.79 -0.37
0.85 0.47 -0.01
-0.25 -0.51 -1.01
-0.77 -1.15 1.35
-0.04 0.42 0.05